{"formula": "C21H57N6O20S2Zn", "method": "ωB97M-V with the def2-TZVPD basis set", "relative_energy_kcal_mol": 434.2, "multiplicity": 1, "gap_ev": 2.093, "e_lumo_ha": -0.05988, "charge": -1, "energy_ev": -142669.2653, "symbols": ["C", "O", "H", "S", "O", "H", "O", "H", "H", "C", "H", "H", "H", "O", "C", "H", "H", "C", "N", "H", "C", "H", "H", "H", "H", "H", "H", "C", "C", "O", "C", "H", "H", "H", "H", "O", "H", "H", "C", "H", "H", "H", "C", "O", "C", "C", "H", "N", "C", "O", "N", "H", "H", "H", "O", "H", "O", "H", "H", "C", "N", "O", "C", "H", "O", "H", "O", "C", "H", "H", "H", "H", "H", "H", "Zn", "S", "O", "H", "H", "O", "H", "H", "C", "H", "O", "H", "H", "C", "H", "H", "H", "N", "O", "O", "H", "H", "C", "O", "H", "H", "C", "C", "N", "H", "H", "O", "H"], "positions_angstrom": [[-5.606, -3.397, -0.424], [0.543, 0.513, -0.661], [1.598, -7.650, 3.193], [-1.543, -5.478, -5.490], [-4.696, 3.882, 3.790], [-1.860, 1.052, -9.517], [2.671, 6.881, -3.253], [-6.641, -2.378, 1.143], [0.604, -7.740, 1.083], [2.485, 6.329, -2.158], [0.752, 1.562, -6.155], [-2.528, -2.445, 5.412], [-6.398, 5.010, 3.692], [5.575, -0.159, 4.067], [2.728, -8.760, 1.757], [-6.978, 2.674, 3.061], [-2.863, -1.021, 6.208], [-6.529, 3.314, 2.301], [-0.634, 1.580, -7.696], [5.484, 1.807, 4.786], [7.375, 1.422, 3.692], [6.681, 0.712, 5.478], [-0.178, -0.030, -6.585], [-0.156, 3.684, 8.236], [0.638, 5.565, -1.409], [5.987, 2.289, 2.662], [1.000, -9.671, 1.405], [1.869, 4.253, 8.554], [-2.659, 1.220, -6.103], [-4.395, -3.022, -0.284], [1.250, 6.465, -1.340], [-1.211, 2.828, -6.195], [0.840, 3.272, -7.615], [-4.800, 2.652, 1.607], [2.957, -8.782, 0.692], [6.933, 2.402, 2.775], [5.759, -2.332, -4.692], [2.865, -6.739, 2.478], [-3.424, -1.985, 8.595], [6.549, -1.055, -1.707], [-4.181, 3.392, 3.144], [-5.282, 5.063, 2.313], [-6.586, -3.367, 0.687], [-0.490, 1.639, 1.225], [-5.784, 4.406, 3.024], [-1.101, 0.637, -8.853], [-3.436, 1.787, -5.590], [-5.965, -3.830, -1.558], [0.663, 4.133, 7.674], [1.145, -6.964, 1.249], [2.229, 5.492, 8.852], [0.703, 7.339, -1.693], [-2.750, -2.231, 9.416], [-7.586, -3.712, 0.424], [-3.552, 0.405, -6.876], [6.484, -0.583, -3.410], [-3.082, -3.967, 7.237], [0.888, 3.402, 6.898], [4.788, 0.065, 3.566], [5.886, -0.917, -2.561], [5.088, -2.689, -4.027], [-0.837, -4.744, -4.437], [5.103, -2.173, -2.817], [1.635, 6.248, 8.544], [0.749, -0.320, 1.350], [-2.516, 2.788, -7.423], [4.381, -2.613, -1.984], [2.076, -7.450, 2.234], [8.273, 1.802, 4.180], [-6.303, -4.045, 1.492], [-5.290, -3.912, -2.305], [4.293, 5.567, -1.889], [0.651, 2.552, -9.271], [-6.853, -4.288, -1.705], [0.133, -2.837, -0.901], [0.683, 1.022, 0.754], [-5.713, 2.656, 1.309], [-4.425, -2.041, 9.023], [1.372, 6.602, -0.265], [2.386, 3.280, 9.029], [-0.416, 3.626, -8.730], [3.575, -8.946, 2.418], [0.165, 2.796, -8.327], [7.779, 0.490, 3.298], [-2.595, -4.587, -5.854], [-1.337, -0.383, -8.549], [-3.210, -0.491, -6.913], [6.181, 1.002, 4.554], [5.318, -0.086, -2.143], [2.994, 5.784, 9.445], [4.582, -3.556, -4.138], [-2.913, -2.029, 6.248], [-0.660, -5.612, -6.632], [1.875, 1.829, 1.029], [0.465, 5.033, 7.090], [-0.136, 0.488, -9.338], [0.449, 0.811, -6.884], [-2.032, -6.718, -5.023], [-2.014, 0.741, -5.367], [-3.221, -0.930, 8.410], [-1.802, 2.192, -6.854], [-3.111, -2.738, 7.347], [3.338, 5.591, -1.560], [3.020, 4.904, -0.892], [-7.285, 3.837, 1.714], [1.843, -9.898, 1.805], [1.223, 0.535, -7.600]]}